The following is a quantum chemistry calculation of a gas-phase ion, C8H15N4 (charge +1) at a distorted geometry, from the OMol25 dataset.

ORCA input file:
```
! wB97M-V def2-TZVPD RIJCOSX def2/J DEFGRID3
* xyz 1 1
H 2.0353 -0.6954 -2.8210
N 1.6283 -1.0582 -1.9266
C 2.4404 -1.0518 -0.9772
N 2.1375 -1.5314 0.2823
C 1.7215 -0.8328 1.2612
C 1.3482 0.5962 1.0440
N 2.3422 1.5046 0.3208
C 0.1257 0.7271 0.2321
N 0.0481 1.5956 -0.6904
C -0.9872 -0.0548 0.7466
C -1.2439 -1.2855 -0.1135
C -2.7620 -0.9056 -0.2333
C -2.4188 0.4790 0.3124
H 3.4936 -0.7180 -1.0059
H 1.9067 -1.2199 2.2558
H 1.0568 1.2570 1.9325
H 3.0248 1.9926 0.8540
H 2.8592 0.8010 -0.1867
H -0.7505 1.9136 -1.2721
H 0.9784 1.9504 -0.8645
H -0.8670 -0.3548 1.7985
H -1.0006 -2.2919 0.1136
H -0.6869 -1.0812 -1.0904
H -3.2733 -0.8676 -1.1678
H -3.3135 -1.5945 0.3903
H -2.4022 1.1722 -0.4494
H -3.1386 0.8402 1.0117
*
```

Structure (SMILES): [H]/N=C/N=C\[C@@H](N)C(=[NH2+])C1CCC1
HOMO-LUMO gap: 0.359 hartree
LUMO level: -3.842 eV
Relative energy (zero: lowest compared OMol25 entry of this formula, charge and spin): 52.24 kcal/mol
HOMO level: -13.61 eV

Atomic partial charges in e from the Mulliken method, atoms 1 to 8: H 0.2225; N -0.5201; C -0.2506; N -0.3849; C -0.2856; C -0.0867; N -0.6093; C -0.3446

=====

The following is a quantum chemistry calculation of 2 unconnected molecules or ions with the total composition C8H15N5OS at a distorted geometry, from the OMol25 dataset.

ORCA input file:
```
! wB97M-V def2-TZVPD RIJCOSX def2/J DEFGRID3
* xyz 0 1
C 0.0634 -0.6803 0.7031
C -1.7844 1.6732 0.0019
C 1.2030 0.6363 -2.1060
C 3.3332 -0.1463 1.8841
C -3.1179 -0.9523 -1.3664
C 0.2519 1.5834 -1.4804
C 2.4106 -1.1772 1.2302
C -1.0266 0.9561 -0.9970
N -1.0484 -1.3101 1.1123
N -0.7371 -2.0083 2.2462
N 0.5009 -1.8712 2.4618
N 1.0244 -1.1257 1.5041
N -2.6461 0.8535 0.7212
O -1.9185 2.9035 -0.0101
S -1.7555 -0.1114 -2.2070
H 1.8530 0.1475 -1.3416
H 0.6145 0.1287 -2.8961
H 2.0463 1.0450 -2.6237
H 2.9889 0.8473 1.7303
H 4.1818 -0.2716 1.3304
H 3.4527 -0.2383 2.9345
H -2.7698 -1.6501 -0.7052
H -3.6957 -1.2960 -2.3436
H -3.7103 -0.2567 -0.6725
H 0.0247 2.3041 -2.3446
H 0.6749 2.0212 -0.5945
H 2.7711 -2.1299 1.4731
H 2.5113 -1.1266 0.1928
H -2.5061 -0.1754 0.7972
H -3.1902 1.4278 1.3656
*
```

HOMO-LUMO gap (spin up / spin down): 0.271 / 0.271 hartree
LUMO level (spin up / spin down): -1.542 / -1.544 eV
Relative energy (zero: lowest compared OMol25 entry of this formula, charge and spin): 124.68 kcal/mol
HOMO level (spin up / spin down): -8.92 / -8.91 eV

Atomic partial charges in e from the Mulliken method, atoms 1 to 8: C -0.3739; C 0.2258; C -0.6419; C -1.2867; C -0.8231; C -0.6279; C -0.5544; C 0.7114

=====

The following is a quantum chemistry calculation of 2 unconnected molecules or ions with the total composition C8H15NO2S2 at a distorted geometry, from the OMol25 dataset.

ORCA input file:
```
! wB97M-V def2-TZVPD RIJCOSX def2/J DEFGRID3
* xyz 0 1
C -1.9903 -1.4861 0.2667
C 2.5153 -1.2678 -0.4219
C 2.7188 0.2412 -0.6531
C 1.4213 -1.3996 0.6476
C 1.9195 0.9349 0.4494
C 0.7447 -0.0244 0.7138
C -2.7133 1.3843 -1.2528
C -0.3299 0.1265 -0.3077
N -2.5442 -0.9823 1.3188
O -1.8619 1.5501 1.2506
O -0.6099 2.7807 -0.4685
S -2.0389 -2.7753 -0.6528
S -1.3100 1.5765 -0.1020
H 2.2137 -1.7590 -1.3463
H 3.4353 -1.7405 -0.0855
H 3.7708 0.5198 -0.6201
H 2.3322 0.5325 -1.6294
H 0.7062 -2.1846 0.4083
H 1.8633 -1.6269 1.6176
H 2.5168 1.0144 1.3583
H 1.5786 1.9278 0.1667
H 0.3022 0.1724 1.6942
H -2.4220 1.8104 -2.2019
H -2.9357 0.3297 -1.3500
H -3.5599 1.9201 -0.8426
H -0.1128 -0.0908 -1.3373
H -2.3440 0.0073 1.5627
H -3.2658 -1.4911 1.8171
*
```

HOMO-LUMO gap (spin up / spin down): 0.288 / 0.288 hartree
LUMO level (spin up / spin down): -0.236 / -0.237 eV
Relative energy (zero: lowest compared OMol25 entry of this formula, charge and spin): 27.20 kcal/mol
HOMO level (spin up / spin down): -8.06 / -8.06 eV

Atomic partial charges in e from the Mulliken method, atoms 1 to 8: C 0.2151; C -0.6810; C -0.6968; C -0.8239; C -0.8426; C 0.3176; C -0.9742; C -1.2344

=====

The following is a quantum chemistry calculation of C8H15NO4S in the gas phase at a distorted geometry, from the OMol25 dataset.

ORCA input file:
```
! wB97M-V def2-TZVPD RIJCOSX def2/J DEFGRID3
* xyz 0 1
O -2.0428 2.3817 2.0001
C -1.9284 1.3562 1.1114
C -2.4389 1.3165 -0.4636
C -2.2121 -0.2438 -1.0200
C -1.5008 -0.9742 0.2704
C -0.3743 -2.1467 0.0226
C 1.1381 -1.5824 -0.2924
C 1.8390 -0.7642 0.9425
C 1.9668 0.8550 0.7250
S 2.6641 1.3861 -0.9299
O 3.8414 0.4338 -1.3255
O 3.1297 2.8795 -0.7723
O 1.4723 1.4205 -2.1945
N -1.2829 -0.0031 1.4356
H -3.5661 1.6903 -0.5683
H -1.7589 2.0362 -1.1223
H -1.7052 -0.3353 -2.0825
H -3.3356 -0.6456 -1.0039
H -2.4103 -1.6174 0.6989
H -0.3404 -2.8223 1.0064
H -0.6889 -2.8320 -0.9024
H 1.8134 -2.5461 -0.4879
H 1.0917 -1.0085 -1.3111
H 2.9026 -1.1666 1.2338
H 1.1494 -0.9156 1.9051
H 2.7324 1.2452 1.5540
H 0.9377 1.3975 0.9822
H 0.5711 1.6093 -1.7532
H -1.6640 -0.4039 2.3418
*
```

Structure (SMILES): O=C1CC[C@@H](CCCCS(=O)(=O)O)N1
HOMO-LUMO gap: 0.373 hartree
LUMO level: 0.000 eV
Relative energy (zero: lowest compared OMol25 entry of this formula, charge and spin): 157.31 kcal/mol
HOMO level: -10.15 eV

Atomic partial charges in e from the Mulliken method, atoms 1 to 8: O -0.6040; C 0.3063; C -0.4180; C -0.4615; C -0.0122; C -0.8395; C -0.4782; C -0.5280

=====

The following is a quantum chemistry calculation of a molecular structure, C8H15NOPPb at a distorted geometry, from the OMol25 dataset.

ORCA input file:
```
! wB97M-V def2-TZVPD RIJCOSX def2/J DEFGRID3
* xyz -1 1
C -0.3242 1.4868 -0.7999
C 0.5529 2.4280 -0.2342
C 0.2517 2.5776 1.1521
C -0.8414 1.7227 1.4894
C -1.2474 1.0149 0.3477
Pb -1.2234 -1.9430 -1.8907
P 1.3553 -1.5766 -2.1941
H -0.3762 1.1404 -1.8354
H 1.3402 2.9562 -0.7706
H 0.7699 3.2406 1.8419
H -2.0587 0.2898 0.2461
H -1.2911 1.6334 2.4780
H 2.0952 -0.8877 -1.1630
H 1.7660 -0.8965 -3.4026
H 2.0641 -2.8284 -2.3054
C 1.2039 -3.5701 1.9710
N -0.2090 -3.2878 2.2458
C -0.7392 -3.5199 3.5861
C -0.9974 -2.8390 1.2893
O -0.5495 -2.6516 0.1105
H 1.6397 -3.9164 2.9101
H 1.7229 -2.6654 1.6285
H 1.3038 -4.3526 1.2074
H -1.0796 -2.5785 4.0403
H -1.5958 -4.2067 3.5490
H 0.0573 -3.9555 4.1912
H -2.0532 -2.6421 1.5362
*
```

HOMO-LUMO gap: 0.137 hartree
LUMO level: 2.564 eV
Relative energy (zero: lowest compared OMol25 entry of this formula, charge and spin): 0.00 kcal/mol
HOMO level: -1.16 eV

Atomic partial charges in e from the Mulliken method, atoms 1 to 8: C -0.6559; C -0.7330; C -0.3633; C -0.7821; C -0.4805; Pb 0.0319; P -0.3167; H 0.5100

=====

The following is a quantum chemistry calculation of C8H15O2P in the gas phase at a distorted geometry, from the OMol25 dataset.

ORCA input file:
```
! wB97M-V def2-TZVPD RIJCOSX def2/J DEFGRID3
* xyz 0 1
C 1.6573 -2.0631 -1.3498
C 1.3129 -1.8568 0.1169
O 1.8298 -2.5814 0.9377
C 0.4211 -0.7860 0.4529
C 0.0378 -0.3650 1.7411
C 0.3091 -1.0641 3.0643
O -0.6982 0.7571 1.7282
P -0.5957 0.9446 -0.3083
C 0.0359 0.8888 -2.0572
C -2.3488 0.6765 -0.6803
C -0.1812 2.6903 0.1668
H 0.9717 -2.6929 -1.8293
H 1.9498 -1.0608 -1.8610
H 2.5131 -2.6205 -1.4311
H 0.3903 -0.3760 3.8136
H 1.0970 -1.7874 3.0235
H -0.4957 -1.7075 3.3734
H 0.9964 0.5803 -2.0127
H -0.5310 0.0809 -2.5670
H -0.1527 1.8198 -2.5059
H -2.6658 0.7663 -1.6706
H -2.4947 -0.4631 -0.4550
H -3.0943 1.2523 -0.1051
H -0.1335 3.0524 -0.9680
H -0.8712 3.2112 0.7412
H 0.7406 2.7042 0.6418
*
```

Structure (SMILES): CC(=O)C1=C(C)OP1(C)(C)C
HOMO-LUMO gap: 0.328 hartree
LUMO level: 0.640 eV
Relative energy (zero: lowest compared OMol25 entry of this formula, charge and spin): 89.87 kcal/mol
HOMO level: -8.28 eV

Atomic partial charges in e from the Mulliken method, atoms 1 to 8: C -1.2662; C 0.6156; O -0.6355; C -0.1635; C 0.5403; C -1.4698; O -0.6889; P 1.5191

=====

The following is a quantum chemistry calculation of C8H15OPS in the gas phase at a distorted geometry, from the OMol25 dataset.

ORCA input file:
```
! wB97M-V def2-TZVPD RIJCOSX def2/J DEFGRID3
* xyz 0 1
C -2.5207 2.4591 -1.0893
C -1.6661 2.5836 -0.0847
P -1.6311 1.2838 1.1854
O -1.4760 -0.3326 -0.1035
C -0.2035 -1.0237 0.2377
C 0.2159 -1.9409 -1.0086
C -0.4055 -1.8202 1.5520
C 0.8932 0.1363 0.3222
C 0.9968 0.9020 -1.0074
C 2.2524 -0.4247 0.7076
S 0.3536 1.1885 1.7303
H -2.8570 3.1712 -1.9723
H -3.2195 1.4834 -1.1705
H -1.0189 3.4467 0.0259
H -0.6543 -1.9081 -1.7104
H 0.5179 -2.9175 -0.5718
H 1.1127 -1.4443 -1.5241
H -1.2893 -2.3253 1.5741
H -0.4968 -1.2353 2.5574
H 0.4113 -2.6418 1.7194
H 1.6215 1.7728 -0.7322
H -0.0480 1.0077 -1.3485
H 1.4858 0.2873 -1.6601
H 2.1251 -0.8521 1.6491
H 3.0132 0.4600 0.7173
H 2.4874 -1.3161 0.0049
*
```

Structure (SMILES): C=CP1OC(C)(C)C(C)(C)S1
HOMO-LUMO gap: 0.323 hartree
LUMO level: -0.032 eV
Relative energy (zero: lowest compared OMol25 entry of this formula, charge and spin): 26.84 kcal/mol
HOMO level: -8.81 eV

Atomic partial charges in e from the Mulliken method, atoms 1 to 8: C -0.3302; C -0.2266; P 0.1119; O -0.6241; C 1.5085; C -1.4011; C -1.8023; C 0.8375

=====

The following is a quantum chemistry calculation of 2 unconnected molecules or ions with the total composition C8H15PS at a distorted geometry, from the OMol25 dataset.

ORCA input file:
```
! wB97M-V def2-TZVPD RIJCOSX def2/J DEFGRID3
* xyz 0 3
C -0.6472 1.6705 2.4024
C -0.5791 1.3594 1.2340
C -0.6268 -2.0608 -1.2801
C -1.4698 -1.8956 1.0785
C 2.1406 0.6041 0.1100
C 1.1967 2.5147 -1.1347
C -0.4007 -1.3637 0.0386
C 1.0416 1.0491 -0.8408
P -0.6274 0.5600 -0.2991
S -4.3411 -1.6224 -0.0899
H -0.8189 2.0514 3.3442
H 0.1716 -1.7404 -1.9625
H -0.5544 -3.1734 -1.1128
H -1.6652 -1.6815 -1.5483
H -2.4836 -1.3978 1.1702
H -1.0922 -1.5229 2.1221
H -1.6977 -2.9435 0.9932
H 1.6944 0.9626 1.0349
H 2.4419 -0.4617 0.0550
H 3.0608 1.1688 0.0310
H 0.3888 2.8215 -1.9484
H 2.1725 2.7698 -1.5827
H 0.9426 3.2714 -0.3203
H 0.5566 -1.3975 0.3796
H 1.1957 0.4581 -1.8741
*
```

HOMO-LUMO gap (spin up / spin down): 0.347 / 0.231 hartree
LUMO level (spin up / spin down): 0.962 / -2.199 eV
Relative energy (zero: lowest compared OMol25 entry of this formula, charge and spin): 42.72 kcal/mol
HOMO level (spin up / spin down): -8.47 / -8.49 eV

Atomic partial charges in e from the Mulliken method, atoms 1 to 8: C 0.4647; C -0.8970; C -1.2632; C -1.3480; C -1.4003; C -1.4254; C 0.2697; C 0.6460

=====

| no. | E (eV) |
| --- | --- |
| 1 | -14490.329 |
| 2 | -28866.900 |
| 3 | -35792.491 |
| 4 | -29048.160 |
| 5 | -26609.141 |
| 6 | -21920.296 |
| 7 | -30708.159 |
| 8 | -28657.357 |